Record 1
Entry from OMol25: a structure of composition C46H51BrIrN8O3S at a distorted geometry (ωB97M-V/def2-TZVPD).

Total charge = +1
2S+1 = 5
ΔE to the lowest compared entry with this formula, charge and spin = 9.3 kcal per mole
Calculated total energy = -150299.5966 eV

Structure (XYZ):
```
111
C46H51BrIrN8O3S, DFT ωB97M-V/def2-TZVPD
Ir -0.217 0.264 -0.625
O -2.183 2.630 -4.059
C -1.975 3.816 -3.431
C -2.160 4.956 -4.210
C -1.971 6.220 -3.684
C -1.586 6.374 -2.358
C -1.416 5.246 -1.576
C -1.603 3.956 -2.080
C -1.514 2.758 -1.139
O -1.247 1.545 -1.778
N -0.465 3.010 -0.123
N 0.033 1.954 0.521
C 0.620 2.337 1.744
C 1.525 1.759 2.544
Br 2.543 0.233 2.073
C 1.935 2.313 3.835
C 1.163 3.078 4.740
C -0.242 3.245 4.668
C -0.915 4.002 5.607
C -0.226 4.619 6.649
C 1.156 4.454 6.754
C 1.836 3.695 5.828
H -1.893 1.923 -3.475
H -2.461 4.813 -5.244
H -2.127 7.091 -4.312
H -1.428 7.360 -1.937
H -1.136 5.392 -0.536
H -2.462 2.685 -0.598
H -0.621 3.811 0.472
H 0.327 3.324 2.083
H 2.956 2.098 4.132
H -0.810 2.732 3.901
H -1.991 4.107 5.537
H -0.763 5.209 7.383
H 1.697 4.919 7.571
H 2.912 3.569 5.910
C 2.449 2.959 -0.926
N 3.156 1.717 -0.610
C 4.243 1.850 0.356
C 2.884 0.591 -1.283
N 1.659 0.348 -1.770
C 1.596 0.229 -3.193
C 2.508 0.957 -3.930
C 2.590 0.893 -5.333
C 1.711 0.120 -6.015
C 0.705 -0.595 -5.323
C -0.218 -1.343 -6.093
C -1.246 -1.989 -5.488
C -1.373 -1.926 -4.089
C -0.458 -1.284 -3.280
N -0.676 -1.316 -1.871
C -1.438 -2.343 -1.430
N -1.013 -3.607 -1.604
C 0.396 -3.873 -1.883
C -1.919 -4.706 -1.920
N -2.614 -2.135 -0.840
C -3.159 -3.008 0.195
C -3.340 -0.877 -1.012
C 0.617 -0.558 -3.893
N 3.866 -0.320 -1.458
C 3.506 -1.693 -1.793
C 5.227 0.064 -1.827
H 2.095 3.429 -0.008
H 1.606 2.758 -1.578
H 3.130 3.653 -1.424
H 3.863 2.373 1.233
H 5.076 2.428 -0.050
H 4.595 0.871 0.667
H 3.184 1.622 -3.403
H 3.339 1.479 -5.856
H 1.741 0.057 -7.097
H -0.105 -1.356 -7.172
H -1.985 -2.529 -6.069
H -2.249 -2.383 -3.634
H 1.010 -3.154 -1.352
H 0.612 -3.808 -2.955
H 0.635 -4.877 -1.532
H -2.946 -4.359 -1.964
H -1.844 -5.510 -1.185
H -1.653 -5.107 -2.900
H -2.467 -3.811 0.430
H -4.119 -3.426 -0.113
H -3.310 -2.416 1.101
H -3.210 -0.235 -0.136
H -4.402 -1.105 -1.123
H -2.994 -0.352 -1.895
H 2.616 -1.979 -1.242
H 4.331 -2.345 -1.505
H 3.318 -1.814 -2.866
H 5.334 1.145 -1.839
H 5.432 -0.302 -2.836
H 5.964 -0.361 -1.143
C -3.715 -5.623 5.564
C -2.652 -6.189 6.473
O -2.846 -7.084 7.248
S -0.999 -5.446 6.513
C -0.942 -4.351 5.120
C -0.631 -4.845 3.855
C -0.535 -3.982 2.775
C -0.740 -2.607 2.940
C -1.020 -2.117 4.219
C -1.122 -2.983 5.300
C -0.660 -1.707 1.822
C -0.492 -0.950 0.882
H -4.468 -6.390 5.390
H -3.317 -5.261 4.621
H -4.189 -4.785 6.082
H -0.461 -5.908 3.727
H -0.265 -4.362 1.795
H -1.152 -1.050 4.359
H -1.339 -2.600 6.290
```

Record 2
Entry from OMol25: an isolated molecule of C9H11F2N2OP at a distorted geometry (ωB97M-V/def2-TZVPD).

2S+1 = 1
ΔE to the lowest compared entry with this formula, charge and spin = 0.0 kcal per mole
Calculated total energy = -29264.8460 eV

Structure (XYZ):
```
26
C9H11F2N2OP, DFT ωB97M-V/def2-TZVPD
O 2.566 0.313 0.390
F 0.510 -2.239 -2.705
F -1.001 -0.459 -2.348
C 1.852 -0.063 -0.521
C -1.750 3.002 1.470
C -2.390 1.875 0.892
C -0.417 3.199 1.275
C -1.603 1.000 0.158
C 0.362 2.296 0.596
C -0.221 1.173 0.033
N 0.562 0.316 -0.752
N 1.836 -1.338 -1.005
C 2.404 -2.496 -0.246
C -0.879 -2.169 -0.327
P 0.147 -1.198 -1.471
H -2.364 3.716 2.045
H -3.448 1.832 0.945
H 0.022 4.038 1.732
H -2.142 0.209 -0.366
H 1.447 2.459 0.560
H 2.149 -3.433 -0.714
H 2.075 -2.491 0.819
H 3.520 -2.418 -0.270
H -0.484 -3.175 -0.285
H -1.933 -2.217 -0.609
H -0.820 -1.733 0.704
```

Record 3
Entry from OMol25: a cluster of 3 separate species, C28H51BFIN2O6PS in total at a distorted geometry (ωB97M-V/def2-TZVPD).

Total charge = -1
2S+1 = 1
ΔE to the lowest compared entry with this formula, charge and spin = 13.9 kcal per mole
Calculated total energy = -76749.2923 eV

Structure (XYZ):
```
92
C28H51BFIN2O6PS, DFT ωB97M-V/def2-TZVPD
C 0.032 1.022 4.151
C -0.963 1.695 3.550
C -0.736 2.342 2.222
O 0.080 3.242 2.076
O -1.414 1.825 1.177
C -2.836 2.104 1.187
C -3.399 1.733 -0.185
C -4.180 0.398 -0.204
C -3.393 -0.685 -0.984
C -2.444 -1.370 -0.002
C -1.597 -2.515 -0.543
B -0.781 -2.149 -1.921
I -2.122 -2.966 -3.582
O -0.411 -0.752 -2.077
C 0.984 -0.570 -2.064
C 1.286 0.277 -3.319
C 1.125 1.801 -3.099
C 1.024 2.542 -4.434
O 2.086 3.483 -4.648
C 1.289 0.134 -0.732
C 1.416 -0.778 0.492
C 2.769 -0.623 1.184
F 0.469 -0.398 1.465
C 1.569 -2.029 -2.272
O 2.723 -2.381 -1.572
C 3.874 -1.605 -1.872
C 4.865 -2.304 -2.795
C 6.250 -1.670 -2.577
P 1.672 -2.664 -4.078
S 1.846 -4.609 -4.160
O 0.543 -2.817 -1.795
H 1.069 1.315 4.046
H -0.185 0.173 4.785
H -1.927 1.765 4.043
H -3.328 1.551 1.988
H -2.949 3.169 1.400
H -2.532 1.680 -0.837
H -4.069 2.539 -0.476
H -5.180 0.528 -0.614
H -4.261 0.030 0.820
H -2.873 -0.159 -1.782
H -4.051 -1.403 -1.467
H -1.800 -0.611 0.444
H -3.076 -1.770 0.798
H -2.192 -3.409 -0.719
H -0.845 -2.798 0.196
H 2.307 0.134 -3.683
H 0.598 0.010 -4.116
H 2.006 2.130 -2.549
H 0.224 1.943 -2.509
H 0.089 3.106 -4.437
H 1.039 1.863 -5.280
H 2.397 3.746 -3.781
H 2.142 0.804 -0.837
H 0.428 0.773 -0.550
H 1.230 -1.818 0.257
H 2.593 -0.679 2.259
H 3.196 0.356 0.997
H 3.468 -1.413 0.938
H 4.391 -1.455 -0.927
H 3.643 -0.608 -2.249
H 4.607 -2.126 -3.838
H 4.888 -3.374 -2.616
H 6.471 -1.687 -1.511
H 7.026 -2.173 -3.142
H 6.178 -0.616 -2.845
H 0.467 -2.270 -4.682
H 2.696 -1.994 -4.780
C -6.926 -1.899 3.668
C -7.332 -0.973 2.528
C -7.764 -1.731 1.269
C -6.672 -2.562 0.760
N -5.798 -3.204 0.384
H -6.063 -2.508 3.396
H -6.653 -1.322 4.551
H -7.745 -2.568 3.941
H -6.497 -0.313 2.284
H -8.158 -0.337 2.854
H -8.057 -1.030 0.486
H -8.620 -2.374 1.482
C 4.399 2.567 4.794
C 4.037 3.560 3.696
C 3.743 2.882 2.355
C 4.910 2.137 1.869
N 5.819 1.548 1.488
H 5.311 2.019 4.552
H 4.569 3.085 5.738
H 3.597 1.842 4.947
H 4.854 4.275 3.573
H 3.156 4.129 3.997
H 3.472 3.623 1.603
H 2.906 2.188 2.453
```

Record 4
Entry from OMol25: a cluster of 2 separate species, CH8N2O in total at a distorted geometry (ωB97M-V/def2-TZVPD).

2S+1 = 1
ΔE to the lowest compared entry with this formula, charge and spin = 5.7 kcal per mole
Calculated total energy = -6194.1808 eV
SMILES = NCN.O

Structure (XYZ):
```
12
CH8N2O, DFT ωB97M-V/def2-TZVPD
N 1.635 0.668 0.914
C 0.300 0.324 0.467
N 0.226 -0.222 -0.901
H 2.311 0.566 0.175
H 1.708 1.593 1.305
H -0.383 1.166 0.516
H -0.159 -0.400 1.141
H 1.045 -0.855 -0.946
H 0.586 0.503 -1.520
H -1.691 -1.194 -0.645
H -3.162 -0.901 -0.511
O -2.415 -1.249 0.004
```

Record 5
Entry from OMol25: a structure of composition C35H47FN6O9PPtS at a distorted geometry (ωB97M-V/def2-TZVPD).

Total charge = -1
2S+1 = 1
ΔE to the lowest compared entry with this formula, charge and spin = 111.5 kcal per mole
Calculated total energy = -90514.7403 eV

Structure (XYZ):
```
101
C35H47FN6O9PPtS, DFT ωB97M-V/def2-TZVPD
Pt -0.954 1.211 0.626
O -4.333 3.410 2.295
C -3.548 2.933 1.494
O -2.321 2.726 1.673
C -4.121 2.632 0.059
C -3.096 3.012 -1.025
C -3.816 3.133 -2.383
C -4.086 1.649 -2.700
C -3.436 0.963 -1.480
O -2.346 1.824 -1.203
C -4.353 1.143 -0.258
C -3.974 0.142 0.890
O -4.903 -0.386 1.479
O -2.752 -0.095 1.078
H -5.050 3.205 -0.014
H -2.433 3.838 -0.765
H -3.141 3.578 -3.116
H -4.719 3.737 -2.321
H -3.572 1.337 -3.609
H -5.145 1.412 -2.795
H -3.073 -0.051 -1.650
H -5.403 0.935 -0.478
N 0.773 1.008 1.549
P 1.279 -0.175 2.441
N 2.961 -0.051 2.437
C 3.885 -0.658 3.360
C 5.049 0.299 3.639
C 5.732 0.670 2.325
C 4.700 1.280 1.379
C 3.560 0.287 1.164
N 0.817 -1.735 2.071
C 1.361 -2.868 2.783
C 2.289 -3.673 1.871
C 1.508 -4.142 0.647
C 0.896 -2.935 -0.059
C 0.047 -2.114 0.907
N 0.959 -0.099 4.106
C 1.282 1.170 4.731
C 0.185 2.218 4.538
C -1.161 1.692 5.021
C -1.463 0.387 4.299
C -0.333 -0.611 4.532
H 4.297 -1.594 2.946
H 3.353 -0.888 4.285
H 5.760 -0.173 4.322
H 4.663 1.205 4.112
H 6.152 -0.232 1.871
H 6.551 1.370 2.506
H 5.161 1.535 0.423
H 4.292 2.191 1.819
H 3.952 -0.614 0.663
H 2.770 0.725 0.546
H 0.536 -3.521 3.107
H 1.895 -2.520 3.670
H 2.713 -4.519 2.418
H 3.111 -3.033 1.542
H 0.717 -4.827 0.962
H 2.170 -4.685 -0.031
H 0.273 -3.255 -0.891
H 1.690 -2.301 -0.457
H -0.823 -2.698 1.229
H -0.319 -1.213 0.411
H 2.217 1.529 4.292
H 1.445 0.981 5.803
H 0.107 2.435 3.469
H 0.460 3.136 5.063
H -1.939 2.423 4.804
H -1.137 1.522 6.103
H -1.542 0.583 3.224
H -2.410 -0.039 4.630
H -0.542 -1.528 3.983
H -0.253 -0.852 5.601
S -1.873 -2.248 -2.078
C -2.916 -2.751 -3.360
C -4.256 -3.052 -3.097
C -5.080 -3.487 -4.113
C -4.592 -3.619 -5.405
C -3.268 -3.300 -5.676
C -2.432 -2.872 -4.666
H -4.623 -2.944 -2.088
H -6.111 -3.732 -3.899
H -5.238 -3.971 -6.197
H -2.888 -3.396 -6.684
H -1.398 -2.629 -4.864
F 3.264 4.390 -4.841
C 2.884 3.097 -4.946
C 2.573 2.404 -3.826
N 2.222 1.094 -3.867
C 1.893 0.400 -2.649
C 0.702 1.049 -1.843
O 0.009 0.190 -1.263
O 0.605 2.266 -1.802
C 2.094 0.423 -5.069
O 1.761 -0.736 -5.163
N 2.407 1.175 -6.182
C 2.823 2.504 -6.266
O 3.085 3.007 -7.337
H 2.568 2.876 -2.854
H 2.746 0.425 -1.965
H 1.635 -0.629 -2.895
H 2.325 0.684 -7.064
```

Record 6
Entry from OMol25: a structure of composition C50H46N7OPbS4Sb3 (ωB97M-V/def2-TZVPD).

Total charge = -2
2S+1 = 1
ΔE to the lowest compared entry with this formula, charge and spin = 0.0 kcal per mole
Calculated total energy = -133279.9767 eV

Structure (XYZ):
```
112
C50H46N7OPbS4Sb3, DFT ωB97M-V/def2-TZVPD
Pb 1.424 -1.321 0.277
C 4.200 -4.552 1.365
C 3.388 -4.953 2.421
C 2.861 -4.000 3.262
C 3.115 -2.645 3.009
N 3.828 -2.254 1.943
C 4.373 -3.197 1.173
N 2.646 -1.719 3.936
C 2.333 -0.512 3.636
N 2.194 0.083 2.405
C 1.942 1.399 2.598
N 1.760 2.354 1.741
C 2.134 2.285 0.417
C 1.334 2.949 -0.535
C 1.733 2.983 -1.851
C 2.925 2.367 -2.216
C 3.644 1.736 -1.217
N 3.278 1.683 0.061
C 1.816 1.686 4.059
C 1.556 2.847 4.758
C 1.516 2.768 6.149
C 1.747 1.557 6.802
C 2.027 0.397 6.083
C 2.051 0.489 4.707
H 4.645 -5.268 0.685
H 3.141 -5.996 2.570
H 2.212 -4.263 4.084
H 4.971 -2.829 0.344
H 0.425 3.431 -0.201
H 1.127 3.489 -2.595
H 3.268 2.355 -3.242
H 4.582 1.239 -1.452
H 1.376 3.780 4.238
H 1.299 3.655 6.732
H 1.705 1.521 7.884
H 2.213 -0.550 6.574
S -2.623 -4.883 -0.049
Sb -0.777 -4.094 1.027
S -0.869 -1.703 1.485
S 1.104 -3.888 -0.466
S -0.268 -5.296 2.895
C -2.334 2.028 -1.935
C -3.603 2.041 -1.075
C -3.537 1.248 0.238
Sb -1.756 1.574 1.430
C -2.226 3.646 1.903
C -3.522 4.156 1.954
C -3.758 5.480 2.300
C -2.693 6.319 2.607
C -1.397 5.827 2.566
C -1.165 4.501 2.211
C -2.655 0.873 3.252
C -3.539 -0.203 3.270
C -4.032 -0.692 4.473
C -3.637 -0.119 5.674
C -2.749 0.949 5.667
C -2.264 1.440 4.463
Sb -1.420 0.056 -2.061
C -3.304 -0.871 -2.564
C -3.781 -1.934 -1.805
C -4.984 -2.553 -2.131
C -5.729 -2.100 -3.208
C -5.265 -1.031 -3.970
C -4.057 -0.426 -3.653
C -0.908 0.210 -4.155
C -0.851 -0.957 -4.918
C -0.399 -0.929 -6.229
C 0.008 0.271 -6.803
C -0.045 1.439 -6.056
C -0.498 1.404 -4.741
H -1.574 2.698 -1.517
H -2.553 2.371 -2.949
H -4.424 1.641 -1.677
H -3.860 3.081 -0.845
H -3.552 0.172 0.033
H -4.414 1.465 0.851
H -4.366 3.510 1.732
H -4.773 5.859 2.337
H -2.875 7.353 2.877
H -0.563 6.475 2.809
H -0.148 4.119 2.180
H -3.823 -0.691 2.345
H -4.708 -1.539 4.472
H -4.006 -0.514 6.613
H -2.418 1.392 6.600
H -1.569 2.272 4.471
H -3.211 -2.324 -0.966
H -5.309 -3.403 -1.542
H -6.665 -2.582 -3.465
H -5.842 -0.675 -4.816
H -3.696 0.395 -4.264
H -1.160 -1.900 -4.479
H -0.360 -1.846 -6.806
H 0.364 0.292 -7.826
H 0.273 2.378 -6.495
H -0.514 2.322 -4.162
N 1.978 -0.499 -2.786
C 2.588 -1.342 -3.297
N 3.274 -2.262 -3.968
C 2.913 -3.683 -3.896
C 3.949 -4.433 -3.076
O 5.275 -4.186 -3.554
C 5.593 -2.813 -3.463
C 4.661 -1.993 -4.334
H 2.874 -4.077 -4.916
H 1.937 -3.782 -3.424
H 3.782 -5.506 -3.148
H 3.865 -4.143 -2.025
H 6.627 -2.701 -3.794
H 5.511 -2.471 -2.424
H 4.804 -2.277 -5.382
H 4.858 -0.927 -4.225
```